No. 1
A molecular structure, AlO12S3. Source: the OMol25 dataset; level of theory: ωB97M-V/def2-TZVPD.

Last column: natural (NBO) charge in e.
Atoms and positions in Å:
Al  1.77  1.25  -0.51  0.916
S  -1.76  3.26  -0.07  2.573
O  -2.38  2.79  -1.30  -1.050
O  -2.51  2.91  1.15  -0.903
O  -0.43  2.61  0.14  -1.058
O  -1.52  4.71  -0.14  -1.025
S  3.04  -2.58  0.06  2.561
O  2.90  -3.20  -1.27  -1.046
O  3.16  -1.11  -0.02  -1.118
O  1.93  -3.01  0.92  -0.944
O  4.33  -3.07  0.70  -1.037
S  -1.72  -0.88  0.05  2.535
O  -1.36  -2.11  0.78  -0.747
O  -2.75  -1.17  -0.96  -1.006
O  -2.23  0.04  1.06  -0.756
O  -0.46  -0.45  -0.58  -0.896

Properties
**Net charge**: -3
**HOMO energy**: 1.01 eV
**Relative energy (zero: lowest compared OMol25 entry of this formula, charge and spin)**: 0.0 kJ/mol
**LUMO energy**: 0.13462 Ha
**HOMO-LUMO gap**: 2.655 eV


No. 2
A molecular structure, ArH24O12. Source: the OMol25 dataset; level of theory: ωB97M-V/def2-TZVPD.

Last column: natural (NBO) charge in e.
Atoms and positions in Å:
Ar  -0.26  -0.30  -0.19  0.004
O  1.23  -1.07  -3.79  -0.942
H  1.93  -1.63  -4.12  0.471
H  0.56  -1.68  -3.49  0.482
O  0.82  2.49  -1.04  -0.971
H  1.17  1.76  -0.53  0.495
H  1.40  3.22  -0.82  0.482
O  -2.51  -2.48  -1.09  -0.955
H  -2.80  -1.61  -1.38  0.481
H  -2.95  -2.62  -0.26  0.463
O  3.12  -0.75  -1.39  -0.961
H  2.43  -0.85  -2.05  0.499
H  3.94  -0.86  -1.87  0.479
O  0.24  0.24  3.95  -0.953
H  0.23  1.04  3.44  0.467
H  -0.61  -0.16  3.80  0.502
O  -3.28  0.34  -1.58  -0.996
H  -3.86  0.06  -2.29  0.481
H  -2.64  0.91  -2.01  0.514
O  -3.29  0.99  1.44  -0.972
H  -3.51  1.91  1.35  0.485
H  -3.34  0.64  0.55  0.503
O  -1.60  2.37  -2.73  -0.973
H  -2.04  3.21  -2.84  0.474
H  -0.89  2.56  -2.12  0.507
O  3.77  -1.28  1.73  -0.993
H  3.63  -0.44  1.30  0.460
H  2.89  -1.63  1.87  0.485
O  3.28  1.12  0.57  -0.973
H  3.28  0.52  -0.17  0.498
H  4.20  1.39  0.66  0.477
O  1.11  -1.88  2.44  -0.963
H  0.94  -1.04  2.88  0.495
H  0.78  -1.75  1.55  0.459
O  -2.18  -0.91  3.01  -0.981
H  -2.56  -0.14  2.59  0.498
H  -2.64  -1.65  2.62  0.474

Properties
**Net charge**: 0
**HOMO energy**: -9.62 eV
**Relative energy (zero: lowest compared OMol25 entry of this formula, charge and spin)**: 82.4 kJ/mol
**LUMO energy**: -0.00010 Ha
**HOMO-LUMO gap**: 9.613 eV


No. 3
A molecular structure, ArH26O13. Source: the OMol25 dataset; level of theory: ωB97M-V/def2-TZVPD.

Last column: natural (NBO) charge in e.
Atoms and positions in Å:
Ar  -0.24  -0.42  0.17  0.000
O  2.79  1.80  2.28  -0.968
H  3.09  2.68  2.48  0.479
H  1.85  1.81  2.50  0.488
O  0.41  -4.07  -1.31  -0.964
H  0.96  -3.57  -0.70  0.504
H  -0.41  -4.20  -0.83  0.470
O  0.68  2.01  -2.17  -0.949
H  1.06  2.50  -2.90  0.471
H  0.97  2.47  -1.39  0.485
O  -0.21  -1.83  -3.02  -0.988
H  -0.83  -2.16  -3.67  0.482
H  0.05  -2.60  -2.52  0.514
O  -0.06  1.64  3.35  -0.973
H  -0.71  1.88  4.01  0.488
H  0.04  0.69  3.45  0.498
O  -1.23  3.05  1.14  -0.953
H  -0.80  2.82  1.97  0.486
H  -1.47  3.97  1.25  0.472
O  -3.83  -0.59  -1.08  -0.991
H  -3.07  -0.53  -1.66  0.487
H  -3.70  0.10  -0.43  0.482
O  3.57  -1.09  1.66  -0.957
H  4.43  -0.74  1.43  0.482
H  3.10  -0.34  2.02  0.493
O  -2.14  -1.05  2.97  -0.952
H  -2.23  -2.00  2.91  0.485
H  -2.39  -0.84  3.87  0.472
O  1.99  -0.06  -3.85  -0.945
H  1.83  0.85  -4.10  0.451
H  1.20  -0.31  -3.36  0.490
O  -3.43  1.19  1.35  -0.978
H  -2.90  0.47  1.68  0.482
H  -2.83  1.94  1.36  0.485
O  2.70  -2.57  -0.41  -0.983
H  2.72  -1.95  0.32  0.496
H  2.93  -2.04  -1.18  0.476
O  -1.69  0.38  -2.51  -0.994
H  -1.13  -0.36  -2.76  0.484
H  -1.08  1.08  -2.30  0.493

Properties
**Net charge**: 0
**HOMO energy**: -9.58 eV
**Relative energy (zero: lowest compared OMol25 entry of this formula, charge and spin)**: 54.1 kJ/mol
**LUMO energy**: -0.01587 Ha
**HOMO-LUMO gap**: 9.147 eV


No. 4
A molecular structure, ArH28O14. Source: the OMol25 dataset; level of theory: ωB97M-V/def2-TZVPD.

Last column: natural (NBO) charge in e.
Atoms and positions in Å:
Ar  -21.57  -16.77  -3.75  0.000
O  -22.79  -14.50  -6.54  -0.959
H  -21.86  -14.35  -6.70  0.499
H  -23.22  -14.19  -7.33  0.490
O  -18.68  -16.96  -6.40  -0.970
H  -19.50  -17.30  -6.74  0.489
H  -18.00  -17.41  -6.91  0.461
O  -21.03  -18.29  -7.21  -0.988
H  -21.11  -18.99  -6.55  0.500
H  -21.79  -17.73  -7.05  0.482
O  -22.72  -13.61  -3.85  -0.981
H  -22.70  -13.99  -4.73  0.490
H  -23.35  -14.14  -3.37  0.496
O  -23.72  -17.15  -7.02  -0.970
H  -23.50  -16.22  -6.92  0.493
H  -23.98  -17.24  -7.94  0.487
O  -21.29  -19.95  -4.94  -0.988
H  -21.89  -19.78  -4.22  0.513
H  -21.53  -20.81  -5.27  0.482
O  -25.17  -17.56  -4.69  -0.989
H  -24.64  -17.33  -5.45  0.489
H  -25.32  -16.73  -4.24  0.492
O  -22.92  -16.31  -0.85  -0.964
H  -22.00  -16.57  -0.84  0.509
H  -23.39  -17.10  -0.58  0.472
O  -18.42  -17.95  -2.05  -0.984
H  -18.97  -18.64  -2.42  0.479
H  -19.03  -17.24  -1.85  0.477
O  -20.45  -13.33  -2.69  -0.994
H  -19.91  -13.35  -3.48  0.468
H  -21.35  -13.31  -3.02  0.495
O  -24.65  -15.34  -2.82  -0.984
H  -23.98  -15.80  -2.32  0.508
H  -25.15  -14.85  -2.17  0.485
O  -19.37  -20.38  -2.91  -0.963
H  -19.79  -20.22  -3.75  0.492
H  -18.52  -20.77  -3.13  0.475
O  -19.90  -15.68  -0.95  -0.988
H  -20.27  -14.87  -1.29  0.508
H  -19.29  -15.39  -0.27  0.482
O  -23.59  -19.74  -3.48  -0.967
H  -23.95  -19.00  -3.97  0.506
H  -23.63  -19.46  -2.57  0.472

Properties
**Net charge**: 0
**HOMO energy**: -9.81 eV
**Relative energy (zero: lowest compared OMol25 entry of this formula, charge and spin)**: 0.0 kJ/mol
**LUMO energy**: -0.01186 Ha
**HOMO-LUMO gap**: 9.492 eV


No. 5
A molecular structure, AsBH6IO3Y. Source: the OMol25 dataset; level of theory: ωB97M-V/def2-TZVPD.

Last column: Löwdin charge in e.
Atoms and positions in Å:
O  0.14  -2.75  0.13  0.073
B  -0.15  -1.32  -0.24  -0.656
O  -1.57  -0.92  -0.34  -0.281
O  1.02  -0.47  -0.50  -0.275
As  0.87  1.20  0.30  0.391
I  0.91  3.59  1.26  0.492
H  0.26  -3.19  -0.79  0.158
H  -1.63  -0.43  -1.23  0.127
H  2.32  1.01  0.83  0.050
H  0.23  0.62  1.60  -0.009
H  -0.54  1.48  -0.35  -0.031
H  1.49  1.80  -1.02  0.084
Y  -3.34  -0.62  0.36  1.876

Properties
**Net charge**: +2
**HOMO energy**: -15.07 eV
**LUMO energy**: -0.44183 Ha
**HOMO-LUMO gap**: 3.049 eV


No. 6
A molecular structure, AsCsF6. Source: the OMol25 dataset; level of theory: ωB97M-V/def2-TZVPD.

Last column: natural (NBO) charge in e.
Atoms and positions in Å:
Cs  -1.51  2.17  3.15  0.998
As  0.24  -0.31  -0.39  2.791
F  0.76  -1.21  1.05  -0.618
F  -0.57  0.88  0.67  -0.683
F  -0.32  0.44  -1.96  -0.626
F  0.99  -1.44  -1.54  -0.613
F  -1.38  -1.15  -0.54  -0.630
F  1.79  0.63  -0.44  -0.619

Properties
**Net charge**: 0
**HOMO energy**: -11.31 eV
**Relative energy (zero: lowest compared OMol25 entry of this formula, charge and spin)**: 131.5 kJ/mol
**LUMO energy**: -0.05477 Ha
**HOMO-LUMO gap**: 9.818 eV


No. 7
A molecular structure, AsF6H20O10. Source: the OMol25 dataset; level of theory: ωB97M-V/def2-TZVPD.

Last column: natural (NBO) charge in e.
Atoms and positions in Å:
As  24.60  -13.54  -11.79  2.780
F  25.19  -12.88  -13.34  -0.636
F  24.41  -15.22  -12.45  -0.631
F  24.10  -14.06  -10.05  -0.625
F  24.70  -11.85  -11.15  -0.630
F  22.90  -13.16  -12.34  -0.634
F  26.29  -13.87  -11.35  -0.623
O  31.06  -14.04  -9.53  -0.934
H  31.84  -13.68  -9.96  0.465
H  30.73  -14.69  -10.15  0.470
O  27.49  -16.21  -15.18  -0.947
H  26.82  -15.77  -14.66  0.481
H  27.99  -16.72  -14.55  0.465
O  25.27  -12.86  -17.38  -0.948
H  25.24  -12.77  -16.42  0.480
H  24.83  -13.70  -17.55  0.467
O  23.74  -17.17  -16.02  -0.943
H  24.06  -16.96  -15.14  0.477
H  24.50  -17.53  -16.47  0.467
O  27.68  -12.64  -7.00  -0.935
H  28.29  -13.07  -6.40  0.459
H  27.67  -13.20  -7.77  0.476
O  21.02  -12.12  -6.32  -0.942
H  21.11  -12.83  -6.96  0.475
H  20.59  -11.42  -6.81  0.467
O  19.62  -15.71  -13.79  -0.949
H  19.41  -14.79  -13.96  0.473
H  20.51  -15.70  -13.43  0.476
O  19.42  -11.13  -10.76  -0.942
H  20.07  -11.42  -11.40  0.479
H  19.00  -10.37  -11.17  0.463
O  20.45  -12.22  -15.49  -0.949
H  20.75  -12.54  -16.34  0.469
H  21.26  -12.11  -14.98  0.480
O  24.51  -9.03  -8.15  -0.947
H  23.56  -9.12  -8.17  0.464
H  24.84  -9.72  -8.72  0.482

Properties
**Net charge**: -1
**HOMO energy**: -8.96 eV
**Relative energy (zero: lowest compared OMol25 entry of this formula, charge and spin)**: 192.7 kJ/mol
**LUMO energy**: 0.08364 Ha
**HOMO-LUMO gap**: 11.235 eV


No. 8
A molecular structure, AsF6H24O12. Source: the OMol25 dataset; level of theory: ωB97M-V/def2-TZVPD.

Last column: Mulliken spin population.
Atoms and positions in Å:
As  0.65  -0.06  0.53  -0.001
F  2.36  0.25  0.83  0.000
F  0.51  -0.62  2.22  0.000
F  -1.07  -0.52  0.22  0.002
F  0.86  0.52  -1.13  -0.001
F  1.12  -1.75  0.01  0.000
F  0.26  1.63  1.02  0.000
O  1.43  3.09  -2.65  0.000
H  1.74  2.81  -3.51  0.000
H  1.30  2.28  -2.16  0.000
O  3.73  -1.44  -1.68  0.000
H  3.08  -1.42  -0.97  0.000
H  3.26  -1.81  -2.42  0.000
O  3.67  -1.00  3.19  0.000
H  3.27  -0.29  2.68  0.000
H  4.03  -1.59  2.53  0.000
O  1.66  3.85  1.76  0.000
H  2.46  3.57  2.22  0.000
H  1.32  3.04  1.37  0.000
O  -3.15  0.39  -2.43  0.620
H  -2.85  0.94  -1.70  -0.015
H  -2.35  0.00  -2.79  -0.018
O  -2.65  1.97  -0.11  -0.004
H  -2.24  1.51  0.63  0.000
H  -2.06  2.70  -0.29  0.001
O  -0.83  4.27  -0.44  0.000
H  -0.03  4.04  0.02  0.000
H  -1.31  4.84  0.16  0.000
O  -4.56  -0.55  0.20  0.406
H  -3.61  -0.64  0.27  -0.017
H  -4.78  -0.99  -0.62  -0.012
O  1.24  -3.07  3.22  0.000
H  0.45  -2.55  3.09  0.000
H  1.94  -2.42  3.34  0.000
O  -1.05  -1.07  -3.18  0.002
H  -0.70  -1.23  -4.06  0.000
H  -0.30  -0.74  -2.68  0.000
O  -2.44  -2.36  1.64  0.039
H  -1.83  -2.83  1.07  -0.002
H  -1.88  -1.85  2.23  -0.001
O  -0.59  -3.56  -0.44  0.000
H  -0.21  -4.36  -0.81  0.000
H  0.16  -2.96  -0.38  0.000

Properties
**Spin multiplicity**: 2
**Net charge**: 0
**HOMO energy (alpha / beta)**: -10.67 / -10.67 eV
**Relative energy (zero: lowest compared OMol25 entry of this formula, charge and spin)**: 0.0 kJ/mol
**LUMO energy (alpha / beta)**: -0.03121 / -0.27360 Ha
**HOMO-LUMO gap (alpha / beta)**: 9.820 / 3.224 eV
**Expectation value of S²**: 0.76


Going through the records in order, we get DFT total energy values of -63665.2161, -39314.9950, -41394.9612, -43475.8210, -76873.6962, -77694.7032, -97949.0131, -102103.2903 eV.